Entry 1:
The following is a DFT calculation (ωB97M-V with the def2-TZVPD basis set) of 11 unconnected molecules or ions with the total composition C34H96N6O11 in a non-equilibrium geometry.

Results
- Largest force on an atom: 0.057 hartree/bohr
- Total energy: -2508.9656 Eh
- Gap between HOMO and LUMO: 0.3316 hartree
- E_HOMO: -8.750 eV
- Energy above the lowest of the compared OMol25 structures with the same formula, charge and spin: 46.3 kcal/mol

Atoms and positions in Å:
C -14.51506 -17.86619 -4.44127
O -13.86114 -18.49160 -3.39918
C -14.39815 -19.79396 -3.28008
C -15.73608 -19.79114 -2.53556
C -15.53470 -18.86341 -1.32964
N -16.04910 -21.10367 -2.05805
H -14.24541 -18.20545 -5.50217
H -14.03413 -16.88064 -4.44000
H -15.59585 -17.82185 -4.21403
H -14.38834 -20.19705 -4.32082
H -13.66041 -20.41291 -2.73434
H -16.46238 -19.32609 -3.19127
H -15.50372 -17.80084 -1.53894
H -14.63901 -19.03698 -0.74834
H -16.35095 -19.00225 -0.59179
H -16.93163 -21.02879 -1.52084
H -16.05172 -21.79729 -2.82292
C -11.14454 -19.87003 -9.93586
O -11.80890 -20.98501 -9.42936
C -11.04497 -21.94650 -8.68238
C -11.99453 -23.05200 -8.17953
C -12.98149 -22.60563 -7.15751
N -11.16534 -24.16815 -7.67246
H -11.83235 -19.03993 -9.97941
H -10.82756 -20.07351 -10.95061
H -10.28180 -19.56176 -9.33133
H -10.31222 -22.42498 -9.38882
H -10.57152 -21.57157 -7.78594
H -12.50028 -23.41280 -9.08468
H -13.68049 -21.86451 -7.55296
H -12.48848 -22.29264 -6.19336
H -13.57565 -23.46800 -6.88439
H -10.43939 -23.78891 -7.09854
H -10.71534 -24.66619 -8.43242
C -10.50310 -20.61285 0.42370
O -9.73715 -19.76756 -0.39358
C -10.45620 -18.59159 -0.76379
C -9.77394 -17.84876 -1.91801
C -8.74621 -16.82963 -1.34628
N -10.76093 -17.15114 -2.63970
H -10.73067 -20.12552 1.37612
H -9.95026 -21.55703 0.47076
H -11.45360 -20.84452 -0.03395
H -11.53406 -18.81263 -1.16243
H -10.64146 -17.91769 0.05265
H -9.25931 -18.58831 -2.50130
H -8.08491 -17.40682 -0.67362
H -9.34544 -16.12764 -0.79224
H -8.21535 -16.26784 -2.16473
H -10.35279 -16.71510 -3.45975
H -11.55446 -17.68664 -2.98783
C -11.44998 -29.38796 -4.47583
O -12.32432 -28.31489 -4.36962
C -12.79148 -27.93272 -5.63566
C -13.54339 -26.55865 -5.56454
C -14.34095 -26.27663 -6.85131
N -12.68473 -25.43634 -5.20883
H -11.02847 -29.70465 -3.50344
H -10.60815 -29.00369 -5.12609
H -11.89998 -30.31368 -4.99548
H -11.90439 -27.77602 -6.24050
H -13.45749 -28.64752 -6.15590
H -14.32406 -26.63935 -4.85679
H -13.67817 -26.15901 -7.72667
H -14.93208 -25.38970 -6.68753
H -15.05475 -27.05970 -7.12122
H -11.99670 -25.83177 -4.51181
H -12.12613 -25.16028 -5.99881
C -7.66143 -24.06170 -10.57029
O -8.19225 -25.32344 -10.90928
C -8.73791 -25.51656 -12.18332
C -10.02668 -24.71997 -12.47432
C -11.18367 -25.16415 -11.56458
N -10.44306 -25.10624 -13.83372
H -6.71503 -23.85285 -11.01904
H -7.60510 -23.99340 -9.49861
H -8.35173 -23.22388 -10.85747
H -7.97581 -25.32761 -13.01687
H -9.01593 -26.59152 -12.30316
H -9.81276 -23.64916 -12.37785
H -12.15932 -24.76778 -11.85274
H -11.12508 -24.79844 -10.55606
H -11.26143 -26.25539 -11.65195
H -11.27061 -24.58968 -14.09503
H -9.67847 -24.96782 -14.50995
C -10.95634 -18.63626 -5.74593
O -10.48523 -17.31334 -5.67529
C -10.83410 -16.71856 -6.91525
C -10.88934 -15.17888 -6.78745
C -11.78908 -14.67973 -5.62117
N -11.38965 -14.76713 -8.07877
H -10.40232 -19.13508 -6.58071
H -12.07091 -18.70085 -5.88650
H -10.71157 -19.06957 -4.78652
H -10.20352 -17.03035 -7.76202
H -11.81731 -16.97558 -7.15517
H -9.87534 -14.95124 -6.62858
H -11.70075 -15.14834 -4.64040
H -12.81154 -14.78798 -6.00615
H -11.52758 -13.62783 -5.43936
H -11.21468 -13.78559 -8.20078
H -12.39495 -14.87626 -8.11756
C -4.92595 -20.31967 -1.41908
C -6.38867 -19.97300 -1.24169
O -6.77617 -19.65705 0.08411
H -4.23797 -19.51560 -1.10209
H -4.71630 -20.66518 -2.43834
H -4.71747 -21.15250 -0.72697
H -7.04755 -20.82970 -1.57115
H -6.58249 -19.11658 -1.86460
H -7.72638 -19.67612 0.03265
C -14.34949 -24.74794 -1.98249
C -13.47448 -23.58665 -2.31543
O -13.60865 -23.05065 -3.55727
H -14.34095 -25.63400 -2.64937
H -15.41641 -24.52349 -1.84943
H -14.03716 -25.12597 -1.06703
H -12.50437 -23.90402 -1.99143
H -13.63976 -22.77565 -1.63507
H -13.46410 -23.74060 -4.27649
C -7.04662 -17.22545 -4.53418
C -7.23493 -17.02272 -6.09388
O -7.25786 -18.35738 -6.67995
H -7.96793 -17.64732 -4.14690
H -6.76655 -16.30594 -3.99805
H -6.25799 -17.91390 -4.41570
H -6.45361 -16.47778 -6.55089
H -8.20510 -16.57157 -6.32045
H -7.53955 -18.25399 -7.61962
C -6.82887 -22.86497 -6.27121
C -6.48056 -21.53834 -5.74882
O -7.66079 -20.83191 -5.32010
H -5.93891 -23.41099 -6.73906
H -7.57430 -22.82195 -7.08448
H -7.26717 -23.49496 -5.49607
H -5.91873 -21.01847 -6.52139
H -5.75194 -21.55657 -4.84565
H -7.62528 -19.95877 -5.75864
C -9.58069 -22.87903 -3.17142
C -10.18239 -23.03437 -4.54589
O -10.04736 -21.93929 -5.38557
H -8.51143 -22.61744 -3.18591
H -9.85819 -23.76342 -2.57111
H -10.16600 -22.10200 -2.63364
H -11.24851 -23.23766 -4.47284
H -9.75073 -23.93541 -5.08800
H -9.15002 -21.59402 -5.28912

Löwdin population analysis, charges in e, atoms 1 to 2: -0.14, -0.22



Entry 2:
The following is a DFT calculation (ωB97M-V with the def2-TZVPD basis set) of 16 unconnected molecules or ions with the total composition C34H96O20 in a non-equilibrium geometry.

Results
- Largest force on an atom: 0.028 hartree/bohr
- Total energy: -2857.4422 Eh
- Gap between HOMO and LUMO: 0.3505 hartree
- E_HOMO: -9.164 eV
- Energy above the lowest of the compared OMol25 structures with the same formula, charge and spin: 0.0 kcal/mol

Atoms and positions in Å:
C 9.39702 15.87871 -4.33388
C 9.41035 16.08955 -2.82290
C 9.02977 17.57380 -2.71293
O 8.24252 17.85317 -3.86462
C 8.14146 16.68394 -4.68092
H 9.36959 14.81238 -4.55399
H 10.26293 16.35420 -4.79830
H 10.33765 15.85306 -2.31367
H 8.59328 15.50386 -2.38468
H 9.95252 18.15722 -2.76458
H 8.52776 17.76993 -1.76860
H 8.12884 17.04071 -5.70960
H 7.22459 16.13119 -4.46080
C 2.53662 19.48098 4.60558
C 2.97938 20.85096 4.16833
C 3.07603 21.63669 5.51204
O 2.77009 20.70441 6.55329
C 3.05526 19.41828 6.02889
H 2.85683 18.57832 4.07916
H 1.44653 19.43223 4.65192
H 2.31169 21.35715 3.47118
H 3.96098 20.87294 3.68838
H 2.36125 22.45468 5.56679
H 4.07474 22.06357 5.62520
H 2.50942 18.65918 6.59549
H 4.12196 19.18134 6.11774
C 9.18913 11.65716 2.44897
O 9.11874 12.12079 3.78693
H 8.15508 11.46294 2.13372
H 9.65208 12.37528 1.76467
H 9.71888 10.70732 2.38761
H 8.76275 13.03956 3.73750
C 6.36880 9.81086 -0.29784
O 6.62766 9.47518 1.06602
H 7.27691 10.12897 -0.82518
H 5.96936 8.95022 -0.84139
H 5.68037 10.65191 -0.31270
H 7.34245 8.83573 1.10385
C 8.06754 15.52097 4.25613
O 7.88642 14.49658 3.30635
H 8.15877 16.49778 3.75653
H 7.22265 15.61371 4.93412
H 9.00823 15.43048 4.79531
H 6.94208 14.54484 3.03882
C 6.48222 17.31309 0.58289
O 5.21875 16.75311 0.24834
H 6.60845 17.35219 1.67668
H 7.27942 16.69734 0.14605
H 6.62518 18.33245 0.22296
H 5.32247 15.79386 0.35246
C 6.39476 11.30564 -3.95721
O 5.84449 10.00781 -3.75074
H 6.43523 11.87425 -3.03006
H 7.41901 11.21998 -4.34263
H 5.84792 11.88823 -4.71094
H 6.23645 9.38894 -4.36430
C 6.29300 12.34538 5.34396
O 5.90319 11.84501 6.63642
H 7.18068 12.97120 5.44532
H 6.50582 11.53872 4.63913
H 5.47327 12.96476 4.97387
H 6.52422 11.15171 6.87610
C 7.18921 17.68947 7.01759
O 7.46398 16.34998 7.39561
H 7.04479 18.34600 7.88370
H 8.04275 18.05103 6.44998
H 6.27014 17.74383 6.42399
H 6.71677 15.97144 7.86674
C 2.23457 11.72779 5.41535
O 2.99759 12.48319 6.32360
H 2.39597 12.07688 4.37729
H 2.47599 10.65835 5.40036
H 1.18038 11.87855 5.64105
H 3.94136 12.31574 6.20376
C 2.01705 14.57363 -0.75251
O 1.59469 15.32820 0.40035
H 2.08618 15.27025 -1.57819
H 2.95432 14.07665 -0.49251
H 1.25943 13.81838 -0.97960
H 1.34184 14.68343 1.07367
C -0.07746 13.17976 3.10229
O 1.06538 13.09968 2.27039
H -1.00207 12.79084 2.66526
H 0.07366 12.66778 4.05761
H -0.24585 14.22957 3.34176
H 1.39395 12.19599 2.27850
C 11.00078 19.25624 0.79366
O 11.35078 18.90957 -0.52235
C 12.25175 17.85278 -0.62184
C 11.98922 16.67200 0.30269
O 10.67398 16.21514 0.05259
C 10.19493 15.29640 1.01939
H 10.32024 20.09958 0.69336
H 11.88812 19.50950 1.38417
H 10.44016 18.48761 1.34135
H 13.27750 18.19907 -0.43163
H 12.23882 17.50492 -1.65597
H 12.07436 17.07494 1.32043
H 12.66169 15.83736 0.08694
H 10.82613 14.39866 0.99726
H 9.15372 15.09520 0.79970
H 10.31481 15.72656 2.01976
C 6.85006 13.33669 -0.10540
O 5.97374 14.08240 0.73990
C 5.34947 13.23748 1.67954
C 4.38230 14.07455 2.47967
O 5.12331 15.06119 3.16152
C 4.28894 16.06896 3.66480
H 7.24832 14.03698 -0.83743
H 6.27105 12.54657 -0.58631
H 7.68918 12.93966 0.46653
H 6.08399 12.77168 2.35669
H 4.88536 12.36993 1.19101
H 3.78890 13.45305 3.16233
H 3.67040 14.52626 1.77578
H 3.75407 15.73056 4.55944
H 3.58576 16.39304 2.89266
H 4.82234 16.96746 3.98022
C 9.88049 10.23001 -1.98935
O 9.23268 11.41144 -1.58358
C 10.01844 12.56588 -1.67185
C 10.92637 12.71399 -2.87642
O 10.15373 12.65222 -4.05242
C 10.90936 12.88413 -5.19686
H 10.07658 10.23294 -3.06439
H 9.27265 9.35702 -1.75575
H 10.81508 10.10234 -1.42575
H 10.62702 12.68574 -0.76514
H 9.35153 13.43043 -1.70251
H 11.74732 11.98297 -2.82443
H 11.40507 13.70473 -2.84402
H 11.53858 13.78503 -5.12290
H 10.25191 13.05155 -6.04695
H 11.61250 12.07916 -5.44322
C 0.85382 15.50222 5.86246
O 1.21043 16.42431 6.86484
C 0.08495 16.90220 7.55135
C 0.54487 17.74159 8.72949
O 1.22807 16.91122 9.64010
C 1.51347 17.56223 10.85855
H 0.40328 14.61592 6.33257
H 1.73583 15.15980 5.32418
H 0.15260 15.93705 5.13906
H -0.55301 16.07954 7.89750
H -0.52296 17.54300 6.89613
H -0.37034 18.12935 9.20085
H 1.22495 18.52041 8.36036
H 0.58704 17.89886 11.34042
H 2.17079 18.41672 10.67501
H 1.97163 16.82733 11.51386

Löwdin population analysis, charges in e, atoms 1 to 2: -0.15, -0.18